Record 1
Computed, not measured: C14H34MnO18S4 as an isolated structure at a distorted geometry, with wB97M-V/def2-TZVPD.

Positions of all 71 atoms, in Å:
Mn1 2.189136 0.833927 0.172601
O1 3.445781 -1.293653 -3.295553
C1 3.418110 -0.169131 -2.524232
O2 3.729104 0.923440 -2.997902
O3 3.054127 -0.326805 -1.292678
H1 3.234493 -0.917735 -4.165225
O4 0.420048 -2.612875 1.013085
C2 0.994620 -1.422597 0.977083
O5 0.545312 -0.444971 0.294298
O6 2.127079 -1.210950 1.486535
H2 0.985437 -3.055384 1.675697
O7 5.314445 -3.105642 4.987477
S1 5.799386 -3.204841 3.632288
O8 7.075832 -3.827383 3.419196
O9 4.674431 -3.875124 2.634249
C3 3.390282 -4.127376 3.169137
C4 2.565980 -4.921119 2.141998
C5 5.691226 -1.527264 2.857044
H3 2.922091 -3.166391 3.393662
H4 3.361620 -4.784035 4.039019
H5 1.608345 -5.222528 2.569051
H6 3.126709 -5.787789 1.787849
H7 2.320215 -4.458814 1.180140
H8 4.628624 -1.329938 2.715056
H9 6.075997 -1.766073 1.868601
H10 6.124891 -0.820797 3.554177
O10 0.750139 -2.857967 -4.688610
S2 -0.009573 -1.946020 -3.872409
O11 0.144358 -0.520888 -4.027858
O12 -1.572841 -2.357604 -4.175086
C6 -2.573633 -1.481038 -3.612480
C7 -2.954990 -0.370067 -4.594244
C8 0.102241 -2.421173 -2.133259
H11 -2.214648 -1.116476 -2.650362
H12 -3.534312 -1.958948 -3.412988
H13 -2.122164 0.220436 -4.975904
H14 -3.445419 0.336519 -3.908384
H15 -3.628697 -0.639316 -5.400774
H16 1.025943 -2.961460 -1.943388
H17 -0.771912 -2.985098 -1.826212
H18 0.163415 -1.473599 -1.606185
O13 1.195789 1.840420 1.777810
S3 0.974082 2.072525 3.206952
O14 2.093513 2.363742 4.041470
O15 -0.038880 3.315177 3.347370
C9 -1.172184 3.390182 2.468860
C10 -1.644818 4.827689 2.258984
C11 -0.047244 0.767129 3.928414
H19 -2.023565 2.829523 2.877622
H20 -1.034596 2.830836 1.542367
H21 -0.753917 5.439344 2.102474
H22 -2.223703 5.303469 3.044178
H23 -2.228453 4.752514 1.341179
H24 -0.224324 1.057146 4.960065
H25 0.425294 -0.201258 3.779261
H26 -1.015764 0.710323 3.429176
O16 -3.621405 2.432433 0.514984
S4 -3.361672 1.967502 -0.821946
O17 -3.837110 0.678365 -1.284252
O18 -3.983835 3.065680 -1.832232
C12 -5.400313 3.227079 -1.825578
C13 -5.708410 3.988699 -3.109100
C14 -1.604281 2.184447 -1.247604
H27 -5.716674 3.819192 -0.961866
H28 -5.929055 2.274239 -1.765677
H29 -5.254082 4.976167 -3.139730
H30 -6.781069 4.150145 -3.249594
H31 -5.428055 3.385374 -3.972789
H32 -1.095553 1.573115 -0.503696
H33 -1.304990 3.219144 -1.085893
H34 -1.435927 1.914205 -2.285724

Force components x, y, z for each atom (eV/Å):
0.2328 -2.2473 -0.4924
-0.7006 0.5143 0.4434
0.3455 1.7961 0.2821
-0.3235 -0.6703 -0.0916
-0.4301 -0.0841 0.7517
0.4169 -0.4263 -0.1632
-0.0865 0.2580 0.8500
2.3399 2.7773 -1.4199
-2.1963 -0.6462 -0.4126
0.2076 -0.8162 1.2219
-0.3202 -0.4786 -0.3901
-0.2467 -0.3655 -0.7388
-0.5035 1.3840 -0.0327
-0.9708 0.3065 -0.4468
1.5359 -0.4326 0.8421
-1.5989 -0.4014 -0.6191
0.2268 0.1417 -0.7833
-0.5319 -2.1378 0.3946
-0.0957 -0.0618 0.1834
0.6845 0.4009 0.3046
0.1533 -0.2223 0.2320
-0.0632 -0.2644 0.5309
0.2713 0.6673 0.2479
-0.0569 -0.0470 0.2704
0.6423 0.8718 0.0280
0.5463 0.1164 -0.4731
-0.5100 0.8130 0.5667
-0.7809 -1.4650 -0.4461
-0.0181 -0.5399 0.3168
0.6517 0.0169 0.2413
-0.0567 0.7511 -1.0003
0.3368 1.1785 1.4237
0.2856 0.8506 -0.3700
-0.0209 0.3492 -0.0869
0.5196 -0.9831 0.0347
0.2276 -0.4590 -0.1308
-0.4838 0.0564 -0.4511
0.0259 -0.3312 0.0656
0.0057 -0.0794 -0.3242
0.0005 -0.0714 -0.1694
-0.1333 -0.0828 0.2184
0.1017 0.2521 0.4494
-1.0690 0.5945 0.7116
-0.5230 -0.2618 -0.5565
1.1933 -0.7897 -0.2344
-2.0445 -0.3736 0.1766
1.1403 -0.4708 -0.6541
0.0660 0.2105 -0.7817
0.2769 0.0161 0.5463
0.7228 0.5588 -0.1697
-0.1620 0.1646 -0.2790
-0.0710 -0.4619 0.2362
-0.1374 0.4756 0.0560
0.3432 -0.1370 0.0952
0.3448 0.1217 0.2854
0.1314 0.3103 -0.2530
0.3583 -0.5112 -0.0864
-0.4029 0.3856 -1.6438
0.6492 0.8758 0.9002
1.1898 -0.6630 0.6209
-0.9462 0.8783 -0.3082
-0.7190 -0.4407 -0.2093
-0.9664 0.2082 0.6126
0.2681 -0.0667 0.0803
0.2520 -0.1198 -0.2108
0.3045 -0.1322 0.0387
-0.0295 -0.0634 0.3875
0.3637 0.1623 0.0014
0.1653 -0.3951 -0.3124
-0.3273 0.0883 0.0042
-0.0014 -0.3519 0.0892

Output
Gap between HOMO and LUMO (spin up / spin down), eV: 8.6 / 8.0
Strongest force on any atom, eV/Å: 3.899
Multiplicity: 6
ΔE to the lowest compared entry with this formula, charge and spin, kcal/mol: 70.9
Energy, eV: -126585.0146

Mulliken population analysis, charges in e, atoms 1 to 2:
1. Mn 0.820
2. O -0.429

Record 2
Computed, not measured: a 5-piece molecular cluster, C14H34O10S overall at a distorted geometry, with wB97M-V/def2-TZVPD.

Positions of all 59 atoms, in Å:
C1 -1.726366 -2.548489 6.041637
C2 -2.695099 -1.680265 5.300437
O1 -3.882023 -1.653378 5.488550
O2 -2.069906 -0.932468 4.372206
C3 -2.680532 0.326111 4.050207
C4 -1.596159 1.385816 3.858693
C5 -0.258516 0.867258 3.311456
C6 -0.307787 -0.054443 2.088721
C7 -0.320967 0.636925 0.708471
C8 -0.597606 -0.421350 -0.380066
C9 -1.956115 -0.292615 -1.077965
S1 -3.266690 0.291300 -0.043245
O3 -3.611206 -0.763906 0.869880
O4 -4.318100 0.841764 -0.843218
O5 -2.614417 1.492640 0.799410
C10 -1.251748 1.812614 0.584565
O6 -1.145918 2.440956 -0.678932
H1 -2.254427 -3.235365 6.691707
H2 -1.030821 -1.914425 6.590742
H3 -1.122703 -3.087816 5.309855
H4 -3.320966 0.246409 3.173503
H5 -3.332590 0.619769 4.872782
H6 -1.992883 2.206123 3.260510
H7 -1.389426 1.818377 4.842347
H8 0.360810 1.730669 3.043317
H9 0.257556 0.364655 4.127992
H10 -1.122353 -0.775049 2.141442
H11 0.615175 -0.640322 2.093800
H12 0.681309 1.015118 0.520441
H13 0.161941 -0.376614 -1.158110
H14 -0.522222 -1.413911 0.064703
H15 -2.309764 -1.223733 -1.511277
H16 -1.851140 0.447291 -1.868659
H17 -0.997603 2.547202 1.353464
H18 -0.255900 2.804711 -0.750276
C11 3.605579 2.146737 0.699035
O7 2.416350 2.732571 0.173004
H19 3.532861 1.073612 0.539236
H20 4.492672 2.523584 0.185099
H21 3.702081 2.338730 1.769984
H22 2.470013 3.682359 0.309760
C12 2.168881 -2.605873 -2.655707
O8 2.264119 -1.398264 -1.905669
H23 1.176115 -3.015587 -2.487851
H24 2.290417 -2.403330 -3.722483
H25 2.913712 -3.337814 -2.332881
H26 3.136571 -1.023170 -2.048388
C13 3.659802 -1.371787 -6.675159
O9 2.590766 -0.876088 -5.872387
H27 3.847204 -2.396313 -6.364766
H28 3.394652 -1.367738 -7.734425
H29 4.570207 -0.785849 -6.528871
H30 2.415970 0.029673 -6.142543
C14 -0.296036 0.859136 -4.323500
O10 -0.309994 -0.518954 -4.679087
H31 -1.328234 1.185065 -4.221871
H32 0.220656 1.004818 -3.369096
H33 0.190833 1.465696 -5.093380
H34 0.599961 -0.822775 -4.767145

Force components x, y, z for each atom (eV/Å):
0.2586 -0.0677 -0.4097
-0.4172 -0.2468 -0.1346
0.0961 0.2155 0.1590
0.2963 0.3085 0.4205
-0.4236 0.4687 -0.3003
0.2362 -0.1328 0.4273
-0.1600 0.1824 -0.2770
0.1440 0.2412 -0.0762
0.0207 -0.9586 -0.1042
-0.1739 -0.3389 -0.0090
0.4874 0.7884 -0.2264
-0.8914 -0.9114 -0.3648
0.3129 0.4013 0.1921
0.3736 0.1401 0.1553
0.1214 -0.1618 -0.1890
0.5781 0.6653 0.2040
-0.1349 -0.0364 -0.0290
0.0197 0.0048 0.0721
-0.0792 -0.0166 0.1556
-0.0231 -0.1166 0.0682
0.1742 -0.3496 -0.1197
-0.0244 -0.0812 0.0110
-0.1524 -0.1263 -0.1044
0.0898 0.0680 -0.0399
0.0753 0.0397 0.1583
0.0187 -0.1312 -0.0526
-0.1376 0.0915 0.1203
-0.0662 -0.1440 -0.0198
0.0533 0.3203 0.0982
0.0034 -0.0365 -0.0222
0.0534 0.0093 0.0500
-0.1081 -0.0675 0.1015
-0.2854 -0.0218 -0.0509
-0.3074 -0.0306 0.0895
0.0519 -0.0677 0.0006
-0.0881 0.0829 -0.0174
-0.0252 0.0448 -0.0020
-0.0201 -0.0132 -0.0034
0.0203 -0.0405 0.0022
0.0195 -0.0411 0.0081
0.0038 0.0251 -0.0085
0.0676 0.1491 -0.0782
-0.0276 -0.0016 0.0907
-0.0216 0.0213 0.0321
-0.0035 -0.1044 -0.0259
-0.0261 -0.0238 -0.0094
0.0164 0.0127 -0.0481
-0.0826 0.0528 0.0290
0.0450 0.0488 0.0514
-0.0079 -0.0145 0.0110
0.0174 -0.0311 -0.0022
0.0179 -0.0293 -0.0073
-0.0413 0.0184 -0.0144
0.2145 -0.3983 0.0445
-0.1064 0.1531 0.0487
-0.0202 0.0013 -0.0216
-0.0301 0.1319 -0.0003
-0.0295 0.0850 0.0129
0.0275 -0.0305 -0.0459

Output
Gap between HOMO and LUMO, eV: 10.2
SMILES: CC(=O)OCCCC[C@H]1CCS(=O)(=O)O[C@@H]1O.CO.CO.CO.CO
Strongest force on any atom, eV/Å: 1.326
Energy, eV: -46377.7567

Mulliken population analysis, charges in e, atoms 1 to 2:
1. C -1.095
2. C 0.725

Record 3
Computed, not measured: a 4-piece molecular cluster, C14H35ClN4O8P overall at a distorted geometry, with wB97M-V/def2-TZVPD.

Positions of all 63 atoms, in Å:
Cl1 -27.953339 0.974383 4.212875
O1 -27.131392 0.421001 3.125741
O2 -27.199567 2.001565 4.911512
O3 -29.091952 1.488265 3.594589
O4 -28.425869 -0.064583 5.117860
O5 -35.261988 2.750464 6.442762
P1 -34.841851 2.531666 5.117142
N1 -34.661655 4.045465 4.309716
C1 -35.644417 4.557685 3.327168
C2 -34.001685 5.200808 4.944919
N2 -36.006570 1.620658 4.142180
C3 -35.563027 0.973292 2.914921
C4 -37.468934 1.636712 4.384180
N3 -33.359255 1.700026 4.986645
C5 -32.450307 1.828038 3.874109
C6 -33.313558 0.422896 5.701979
H1 -35.360879 5.501662 2.861733
H2 -36.536066 4.843311 3.885257
H3 -35.888596 3.773297 2.610779
H4 -33.183758 5.640670 4.374298
H5 -33.593484 4.889895 5.906592
H6 -34.672900 6.057681 5.002668
H7 -35.801926 1.590965 2.049169
H8 -34.545941 0.582205 2.888996
H9 -36.245499 0.142575 2.735350
H10 -37.993943 1.865437 3.456740
H11 -37.760265 0.602811 4.569304
H12 -37.779841 2.305170 5.187052
H13 -32.125917 2.836201 3.616278
H14 -31.545456 1.220513 3.890114
H15 -32.940942 1.560434 2.938291
H16 -32.518033 0.584270 6.429435
H17 -33.108699 -0.339552 4.950441
H18 -34.213504 0.152925 6.254536
O6 -26.563369 2.447747 -1.858030
C7 -26.819933 3.037413 -0.842224
O7 -27.949215 3.713869 -0.842180
C8 -28.121271 4.371976 0.373766
C9 -26.967851 3.960243 1.262535
C10 -26.159845 2.952141 0.477208
H19 -29.059578 4.026477 0.807700
H20 -28.017156 5.445375 0.215427
H21 -27.342924 3.530615 2.191424
H22 -26.406049 4.816018 1.636881
H23 -26.256233 1.939150 0.867920
H24 -25.101343 3.153837 0.312912
C11 -30.415935 4.584584 4.810701
C12 -29.546505 5.397462 3.820651
C13 -29.697392 6.891020 3.884906
O8 -29.015376 7.603893 2.923209
C14 -29.396426 9.085217 3.031708
N4 -28.193664 5.160205 4.035553
H25 -30.236798 3.510837 4.755314
H26 -31.438985 4.559121 4.435438
H27 -30.422806 4.954705 5.835918
H28 -29.753735 5.113529 2.788890
H29 -29.458746 7.200846 4.902331
H30 -30.742691 7.114172 3.671226
H31 -30.303904 9.101168 2.428103
H32 -28.578747 9.722513 2.695031
H33 -29.650774 9.265560 4.076166
H34 -27.819506 4.260307 3.770429
H35 -27.875413 5.746372 3.277110

Force components x, y, z for each atom (eV/Å):
1.9185 -1.9456 0.0468
0.1551 0.0049 1.1161
-0.3621 -0.4591 -0.1294
-2.7418 2.2085 -1.2737
1.0842 0.2773 0.0326
-1.6607 -0.0356 4.9285
0.9619 0.1260 -6.5579
0.4283 0.0228 -0.7479
-0.2338 -0.9433 0.9252
0.2028 -0.5761 0.2170
1.7210 1.3014 1.6708
-1.5502 -0.1347 -0.0367
1.1726 -0.5656 -0.7515
-1.9836 1.1393 0.2853
-0.0213 0.2929 -1.7721
0.6304 0.6455 -0.0930
0.6880 -0.3564 -0.2566
-0.5470 -0.1221 -0.0579
-0.0695 0.3482 -0.1762
0.2213 -0.5108 -0.4366
-0.1656 0.3209 0.1575
-0.4902 -0.2241 0.6237
0.6023 0.4047 -0.3215
-0.2042 0.3581 0.2736
0.0682 -0.5729 0.1908
-0.0610 0.5717 -0.1060
-0.2387 -0.1445 0.5335
0.2823 -0.1069 -0.0710
-0.1124 0.1397 0.7754
-0.0839 -0.0771 0.7966
-0.0642 -0.3717 -0.2458
0.2383 -0.9173 0.0401
0.2527 -0.3865 0.3713
-0.1918 0.3838 -0.2371
1.2577 -0.3668 -0.4385
-0.5076 -2.1095 -1.9793
-0.5074 0.7145 -0.2993
-0.1144 0.7117 1.1504
0.5321 -0.1048 2.0364
0.2235 0.4244 0.0175
-0.1696 0.5837 -0.1303
-0.8528 0.0562 -0.0562
0.0109 -0.3885 -0.3111
0.2154 0.1119 -0.4468
-0.0536 -0.0318 -0.0565
0.0023 0.1290 0.3254
-0.8986 0.2840 -1.2166
-1.6494 -1.1672 0.1519
-2.4916 0.0025 0.7441
1.5608 2.4277 -0.4857
-0.0716 -3.0896 -0.0901
3.1800 0.4600 -0.1002
0.9766 0.1056 0.2667
-0.2045 0.6628 0.2272
0.2522 -0.0020 -0.0556
-0.9483 -0.2413 -0.2806
0.1612 0.2529 0.2292
-0.6705 -0.0854 0.6020
0.0488 0.7540 -0.0437
-0.1228 -0.2899 -0.1457
0.1111 0.2547 -0.0333
-0.6386 -0.5403 0.5606
1.5229 0.3864 0.1442

Output
Gap between HOMO and LUMO (spin up / spin down), eV: 1.7 / 8.7
Strongest force on any atom, eV/Å: 6.629
Charge: -2
Multiplicity: 2
Energy, eV: -59228.4341

Mulliken population analysis, charges in e, atoms 1 to 2:
1. Cl 1.703
2. O -0.701

Record 4
Computed, not measured: a 3-piece molecular cluster, C14H35N2O2S overall at a distorted geometry, with wB97M-V/def2-TZVPD.

Positions of all 54 atoms, in Å:
C1 -0.480377 0.039002 -0.889447
C2 0.365592 0.337541 -2.261747
C3 -0.341924 1.410401 -3.289244
N1 -0.131546 2.790966 -2.709531
S1 -1.615051 3.695648 -2.537966
C4 -3.024336 2.669177 -1.852763
C5 -4.024096 2.102410 -3.067835
C6 -4.404916 0.477049 -2.964991
N2 -4.543078 2.893114 -4.065945
H1 -1.612198 -0.194496 -1.136652
H2 -0.449060 0.923748 -0.113653
H3 0.026633 -0.906034 -0.366440
H4 0.567725 -0.647247 -2.903769
H5 1.437212 0.749992 -1.935381
H6 0.286011 1.349862 -4.302822
H7 -1.445089 1.154480 -3.583730
H8 0.410209 3.313406 -3.462492
H9 -1.325698 4.643829 -1.504315
H10 -3.701067 3.381831 -1.184077
H11 -2.671621 1.734979 -1.213449
H12 -5.370247 0.196621 -3.565451
H13 -4.681941 0.315277 -1.814966
H14 -3.481195 -0.218709 -3.166086
H15 -4.182544 3.856092 -3.884461
C7 -1.156508 -0.141772 4.811873
C8 -1.726834 -0.357002 3.421129
O1 -1.078543 -1.398419 2.695941
C9 -1.143178 -2.705384 3.265334
C10 -2.558927 -3.232515 3.414590
H16 -0.075238 0.020864 4.765552
H17 -1.623935 0.726977 5.286187
H18 -1.329549 -1.007761 5.457030
H19 -1.586674 0.560225 2.839020
H20 -2.806579 -0.535766 3.459849
H21 -0.606723 -2.728665 4.219046
H22 -0.593453 -3.365146 2.585325
H23 -3.133006 -2.643122 4.134971
H24 -2.544648 -4.268088 3.765991
H25 -3.089908 -3.189665 2.459076
C11 5.768049 0.435827 -0.776190
C12 4.729450 -0.583297 -1.210313
O2 4.855537 -1.839823 -0.550030
C13 4.708615 -1.829920 0.869428
C14 3.348540 -1.342086 1.334942
H26 6.778245 0.029495 -0.886358
H27 5.685990 1.345558 -1.379383
H28 5.641842 0.718280 0.272810
H29 4.857796 -0.780628 -2.280075
H30 3.714627 -0.190009 -1.088802
H31 5.517446 -1.253070 1.328697
H32 4.841395 -2.865750 1.200066
H33 3.192001 -0.289311 1.083822
H34 3.258455 -1.443723 2.420139
H35 2.548310 -1.915243 0.857547

Force components x, y, z for each atom (eV/Å):
0.2945 -0.5405 -0.1270
0.1626 -0.0769 -0.0761
1.3337 -2.0556 -0.6964
-0.4902 0.6063 -1.0602
-0.2425 0.7342 0.2014
-1.6045 -1.5024 0.7140
-1.3662 0.9539 -3.0774
-0.1171 1.0566 1.6390
2.8023 -2.8354 4.9880
2.2916 0.2393 0.5224
0.0576 -1.6440 -1.6585
-1.3742 2.1315 -1.0584
-0.6162 2.0278 1.5974
-2.3738 -0.7537 -0.9334
-1.5032 0.2516 2.1591
1.9844 0.4894 0.7950
-1.0284 -0.3921 1.3429
-0.1768 -1.6374 -0.7781
1.7617 -1.2726 -1.3728
-0.3919 2.2205 -1.2587
2.2068 0.7745 0.8618
0.5977 0.2591 -2.4065
-1.8284 1.4890 0.1147
-0.3536 -0.5636 -0.3645
0.0385 -0.1312 0.1639
0.1133 -0.0970 0.0457
0.0240 0.1197 -0.1899
-0.0240 -0.0589 -0.0778
-0.1602 0.1542 0.1160
-0.1329 0.0358 -0.0375
0.0587 -0.1084 -0.0733
-0.0436 0.1251 -0.0255
0.0851 -0.2146 -0.1129
-0.0077 -0.0385 0.0871
-0.0797 0.0080 0.0426
0.0028 0.2946 -0.0047
0.0363 -0.1179 0.0045
0.0132 0.1200 -0.0594
0.0960 -0.0648 0.0571
0.0522 0.0810 0.2223
0.2291 -0.2056 0.0484
-0.0916 0.0515 -0.0871
-0.0115 -0.0984 -0.0997
-0.0913 0.2031 -0.0773
-0.1516 0.0403 -0.0632
0.0208 -0.1146 0.0468
-0.0122 0.0453 -0.1005
-0.0219 -0.2164 0.1981
-0.0617 0.0878 0.0968
-0.0577 0.0764 0.0255
0.0549 0.1240 -0.2780
0.0106 -0.0158 0.1024
0.0007 -0.0100 -0.1247
0.0855 -0.0341 0.0867

Output
Gap between HOMO and LUMO, eV: 7.7
Strongest force on any atom, eV/Å: 6.385
Charge: +1
Energy, eV: -32983.2794

Mulliken population analysis, charges in e, atoms 1 to 2:
1. C -0.693
2. C -0.321

- strongest force on any atom of number 4 (C14H35N2O2S)?
  6.385 eV/Å